Model i:
22
Properties=species:S:1:pos:R:3 method="wB97M-V/def2-TZVPD" lumo_energy_ev=1.068
C -0.1234 1.1052 -0.0477
C 1.4766 1.4381 0.0017
C 2.1203 0.0610 -0.1608
C 1.3033 -1.4259 -0.0047
O 0.0681 -1.5658 -0.5074
C -1.1643 -1.3483 0.2377
C -2.1664 -0.1768 -0.2786
C -1.7208 1.2799 -0.0760
H 0.1034 0.4996 0.9515
H -0.0233 0.1944 -0.7073
H 1.8458 2.0699 -0.8712
H 1.7745 2.2974 0.8106
H 3.1067 -0.0782 0.3999
H 2.3646 -0.0040 -1.2111
H 1.4448 -1.6619 1.1452
H 1.9632 -2.2409 -0.2324
H -1.7550 -2.2024 0.1579
H -1.3786 -1.1799 1.4406
H -2.9066 -0.5266 0.2581
H -2.2880 -0.0501 -1.4196
H -1.9584 1.5302 0.9124
H -2.0864 1.9850 -0.7985

Model ii:
22
Properties=species:S:1:pos:R:3 method="wB97M-V/def2-TZVPD" lumo_energy_ev=0.912
C -1.4268 1.3102 -1.9397
C -1.1220 0.0863 -1.1278
C -1.0822 -1.1539 -1.5854
C -0.8529 -2.3843 -0.7601
H -2.3010 1.8070 -1.5126
H -0.5896 2.0035 -1.8661
H -1.6026 1.0436 -2.9781
H -0.9906 0.2012 -0.0543
H -1.2993 -1.3251 -2.6371
H -0.6044 -2.1392 0.2718
H -0.0480 -2.9778 -1.1964
H -1.7437 -3.0138 -0.7848
C 1.2417 -0.3518 2.9408
C 1.1423 -0.0444 1.6578
C 1.2899 1.3650 1.1680
O 1.9640 1.3244 -0.0834
H 0.9787 -1.3446 3.2876
H 1.5066 0.3549 3.7136
H 1.1407 -0.7668 0.8525
H 0.3004 1.8219 1.0372
H 1.8088 1.9836 1.9049
H 2.2900 2.2001 -0.3086

Stability comparison, relative energies in hartree: model i 0.1757; model ii 0.0000

Model i:
22
Properties=species:S:1:pos:R:3 method="wB97M-V/def2-TZVPD" lumo_energy_ev=0.757
C -0.3226 -2.4622 -2.2402
C -1.3595 -1.4149 -1.9771
C -1.1068 -0.1698 -1.5812
C -2.1722 0.8782 -1.4930
H -0.5540 -3.3921 -1.7142
H -0.2923 -2.7155 -3.3022
H 0.6765 -2.1349 -1.9538
H -2.3828 -1.6988 -2.2045
H -0.1122 0.1193 -1.2673
H -3.1195 0.5647 -1.9191
H -1.8612 1.8338 -1.9256
H -2.3164 1.1793 -0.4442
C 2.9235 1.3121 2.4854
C 1.6040 1.1421 2.5008
C 0.8243 0.4050 1.4734
O 0.8833 1.7196 3.5155
H 3.4770 0.9135 1.6489
H 3.4376 1.8417 3.2712
H 1.4721 0.0725 0.6685
H 0.3224 -0.4541 1.9311
H 0.0212 1.0225 1.0602
H -0.0423 1.4379 3.4675

Model ii:
22
Properties=species:S:1:pos:R:3 method="wB97M-V/def2-TZVPD" lumo_energy_ev=0.868
C 1.5710 0.3123 1.5895
C 0.2950 -0.0244 1.5145
C -0.7077 0.3327 0.5075
C -1.6022 1.3112 0.5436
C -0.6600 -0.5951 -0.7566
C -0.1058 0.2707 -1.9298
C 1.4507 0.2413 -2.1358
H 2.1118 0.7462 0.6878
H 2.2222 0.2671 2.4562
H -0.1702 -0.2889 2.4762
H -2.3500 1.4057 -0.2892
H -1.7715 2.0191 1.3169
H 0.2068 -1.0591 -0.4502
H -1.5052 -1.2215 -0.8295
H -0.3386 1.3291 -1.8629
H -0.4938 -0.1976 -2.8113
H 2.0204 -0.6636 -2.0125
H 2.0026 0.9287 -1.5070
H 1.5477 0.5184 -3.1603
O -1.2282 -2.0136 2.5316
H -1.6665 -1.1887 2.3462
H -0.8284 -2.4301 1.7750

Stability comparison, relative energies in hartree: model i 0.0000; model ii 0.0649

Model i:
22
Properties=species:S:1:pos:R:3 method="wB97M-V/def2-TZVPD" lumo_energy_ev=0.827
C -2.3181 -1.4483 0.7033
C -1.9188 -0.2512 1.1134
C -0.5709 0.3533 0.9574
C -0.0682 1.0699 1.9645
C 0.3027 0.1645 -0.2536
C 0.9402 -1.2473 -0.3388
C 2.0093 -1.3014 -1.4043
H -1.6963 -2.1519 0.1620
H -3.3088 -1.7776 0.9669
H -2.5819 0.4040 1.6617
H 0.9401 1.4918 1.9066
H -0.5998 1.2416 2.8809
H -0.2137 0.2788 -1.2165
H 1.1074 0.8698 -0.1933
H 0.1774 -2.0132 -0.4795
H 1.3559 -1.5724 0.6306
H 2.8221 -0.6124 -1.1486
H 1.6700 -1.0531 -2.4134
H 2.5042 -2.2627 -1.5547
O -0.3104 3.0210 -1.5774
H 0.3253 3.7336 -1.7223
H -0.5676 3.0631 -0.6450

Model ii:
22
Properties=species:S:1:pos:R:3 method="wB97M-V/def2-TZVPD" lumo_energy_ev=0.025
C -3.1708 0.2703 0.1038
C -2.2701 -0.1553 -1.1163
C -0.8369 -0.0541 -0.8149
C -0.1137 -1.0565 -0.1548
C 1.2363 -0.8367 0.0956
C 1.9453 0.0494 -0.8658
C 3.4370 0.4021 -0.7246
H -3.3148 -0.4446 0.9268
H -2.5623 1.1022 0.5503
H -4.1734 0.5226 -0.2158
H -2.4762 0.5204 -2.0342
H -2.4658 -1.2393 -1.2205
H -0.3887 0.9267 -0.7756
H -0.7498 -1.9363 0.1012
H 1.3717 0.4638 0.1598
H 1.7292 0.1756 -1.9537
H 4.0492 -0.3603 -1.1811
H 3.6548 0.6658 0.2850
H 3.6666 1.3097 -1.1453
H -0.1162 0.5094 1.8505
H 0.6294 0.1197 3.1821
O -0.0272 0.7437 2.7915

Model iii:
22
Properties=species:S:1:pos:R:3 method="wB97M-V/def2-TZVPD" lumo_energy_ev=0.857
C -0.3594 2.8058 1.0557
C -0.8491 1.5720 1.0718
C -1.7180 1.1127 2.2182
C -0.6464 0.6261 -0.0750
C -0.1623 -0.7909 0.4106
C 1.1355 -1.2585 -0.2525
C 1.1157 -1.1467 -1.7825
O 1.4122 -2.4398 -2.3320
H 0.3573 3.1709 0.3263
H -0.6544 3.5649 1.7769
H -2.5943 1.7496 2.3299
H -2.0177 0.0754 2.1495
H -1.1849 1.2212 3.1664
H 0.0397 1.0088 -0.8289
H -1.5929 0.4718 -0.6012
H -0.9432 -1.5099 0.1592
H 0.0053 -0.7351 1.4671
H 1.2743 -2.3251 -0.0691
H 1.9802 -0.7486 0.2075
H 1.8751 -0.4053 -2.0645
H 0.1693 -0.8121 -2.2042
H 1.2044 -2.3718 -3.2772

Model iv:
22
Properties=species:S:1:pos:R:3 method="wB97M-V/def2-TZVPD" lumo_energy_ev="0.852 / 0.852"
C -1.6871 -0.6853 -0.1504
C 0.4102 0.7508 -0.5976
C -2.1211 -0.5556 1.2778
C 0.1498 1.8778 0.3646
C 2.5978 0.7866 -0.9251
C 0.5255 -0.5393 -0.1989
C 1.0283 -1.6573 0.2342
O -1.8784 -2.0012 -0.5844
H -1.6153 -2.0721 -1.5083
H -2.1436 0.0421 -0.8286
H 0.0988 0.9140 -1.6258
H -1.4991 -1.1767 1.9256
H -2.0579 0.4787 1.6126
H -3.1593 -0.8865 1.4111
H 0.7468 2.7451 0.0806
H -0.9005 2.1729 0.3297
H 0.4108 1.5985 1.3832
H 2.9234 -0.0404 -1.5475
H 3.0604 0.8147 0.0561
H 2.6498 1.7407 -1.4410
H 2.0957 -1.8154 0.2965
H 0.3652 -2.4920 0.4356

Stability comparison, relative energies in hartree: model i 0.0071; model ii 0.1694; model iii 0.0000; model iv 0.1730

Model i:
18
Properties=species:S:1:pos:R:3 method="wB97M-V/def2-TZVPD" lumo_energy_ev="-3.622 / -8.835" spin_multiplicity=2 total_charge=+1
C -1.2777 -0.8733 0.3143
N -1.0874 -1.4538 1.5965
C -0.8168 0.5865 0.3480
C 0.6825 0.8383 0.4360
C 1.4446 0.2589 -0.7663
N 1.1859 0.7634 -2.1069
H -0.8188 -1.5626 -0.4228
H -2.3493 -0.8692 0.0813
H -1.5709 -2.3063 1.8826
H -0.1029 -1.4540 1.9037
H -1.2410 1.0478 -0.5468
H -1.3577 1.0384 1.1842
H 0.9453 1.8518 0.7084
H 1.0568 0.2146 1.2637
H 1.2222 -0.8135 -0.7989
H 2.5193 0.3307 -0.6027
H 0.2118 0.6371 -2.3609
H 1.3541 1.7650 -2.1133

Model ii:
18
Properties=species:S:1:pos:R:3 method="wB97M-V/def2-TZVPD" lumo_energy_ev="-4.070 / -8.353" spin_multiplicity=2 total_charge=+1
C -2.3493 -0.5870 3.3521
C -1.8725 -1.1319 2.0201
N -1.6090 -0.1497 0.9418
H -2.6777 -1.4563 4.0451
H -1.6555 -0.0438 3.7939
H -3.1896 0.1994 3.3733
H -0.8347 -1.6644 2.3186
H -2.5454 -1.8733 1.5269
H -2.4659 0.3591 0.8687
H -0.8344 0.6046 1.3879
C 2.3543 0.1066 -1.9839
C 2.9211 0.9412 -2.8175
N 2.3834 1.2829 -4.0813
H 1.4225 -0.3635 -1.9268
H 2.6750 0.0441 -0.9325
H 3.9210 1.2469 -2.6508
H 1.4440 0.9289 -4.4300
H 2.9125 1.5561 -4.8056

Stability comparison, relative energies in hartree: model i 0.0000; model ii 0.0578

Model i:
14
Properties=species:S:1:pos:R:3 method="wB97M-V/def2-TZVPD" lumo_energy_ev=4.122 total_charge=-1
C 1.0765 0.0704 -0.3932
C -0.0608 -0.9557 -0.6573
C -1.4248 -0.2632 -1.0096
S -2.1289 0.6153 0.4807
H 1.8627 0.0268 -1.1712
H 1.6250 -0.2419 0.4635
H 0.7936 1.0944 -0.3137
H 0.2880 -1.3788 -1.6496
H -0.1188 -1.7782 0.0060
H -2.1028 -0.9484 -1.5639
H -1.1639 0.4825 -1.7906
H -0.0363 1.4505 2.0146
H 0.6919 0.4786 3.0008
O 0.6986 1.3479 2.5834

Model ii:
14
Properties=species:S:1:pos:R:3 method="wB97M-V/def2-TZVPD" lumo_energy_ev=4.199 total_charge=-1
C 1.1808 -2.2049 0.8541
S -0.1646 -2.0673 -0.3517
H 2.0086 -2.8012 0.4842
H 1.5612 -1.2129 1.1197
H 0.8697 -2.6528 1.7940
C -1.2636 1.2032 -0.4829
O -1.4941 0.4946 0.6900
C 0.1779 1.6539 -0.6522
H -1.5470 0.6122 -1.3630
H -1.9031 2.0810 -0.4984
H -1.1162 -0.4254 0.5354
H 0.8979 0.8383 -0.6451
H 0.3320 2.1339 -1.6225
H 0.4606 2.3474 0.1384

Model iii:
14
Properties=species:S:1:pos:R:3 method="wB97M-V/def2-TZVPD" lumo_energy_ev=4.083 total_charge=-1
C -2.3424 -0.9006 0.4907
O -2.3888 0.5275 0.9551
H -3.1010 -1.0974 -0.2617
H -1.3118 -0.9239 0.1111
H -2.5601 -1.4763 1.3310
C 1.4153 0.2027 -1.2267
C 1.9797 0.5234 0.1756
S 0.7385 1.3497 1.3590
H 1.0632 1.1962 -1.5590
H 0.5401 -0.4302 -1.2664
H 2.2646 -0.3463 -1.9415
H 2.3071 -0.4695 0.5206
H 2.8793 1.1608 -0.0379
H -1.4837 0.6839 1.3501

Stability comparison, relative energies in hartree: model i 0.0088; model ii 0.0000; model iii 0.0377

Model i:
14
Properties=species:S:1:pos:R:3 method="wB97M-V/def2-TZVPD" lumo_energy_ev=4.233 total_charge=-1
C -0.2769 -0.3520 -2.0519
C 0.5818 0.5911 -1.1797
C 0.3373 0.3453 0.3502
S 0.3104 -1.4839 0.7340
H -1.3000 -0.2599 -1.6684
H -0.1382 -0.0572 -3.0939
H -0.0213 -1.3886 -1.8970
H 0.2689 1.6510 -1.2416
H 1.6202 0.4422 -1.3503
H 1.1904 0.7727 0.9790
H -0.5743 0.7878 0.7380
H -1.3386 0.0401 3.3683
H -0.2127 -0.8276 2.7519
O -0.4470 -0.2608 3.5614

Model ii:
14
Properties=species:S:1:pos:R:3 method="wB97M-V/def2-TZVPD" lumo_energy_ev=4.155 total_charge=-1
C -0.9030 -0.7773 -2.3018
C -1.3215 0.4525 -1.4639
C -0.7554 0.3353 -0.0214
S 1.0578 0.1972 0.0578
H -1.2146 -1.7148 -1.8384
H -1.2923 -0.7931 -3.3241
H 0.1872 -0.7378 -2.2895
H -2.4187 0.4341 -1.4483
H -0.9115 1.3862 -1.8435
H -1.0915 1.2425 0.4964
H -1.2160 -0.5156 0.4860
H 1.7891 -0.0891 3.1929
H 0.6148 -0.2245 2.2955
O 0.8565 -0.2437 3.2580

Model iii:
14
Properties=species:S:1:pos:R:3 method="wB97M-V/def2-TZVPD" lumo_energy_ev=4.164 total_charge=-1
C -0.2957 -1.7010 1.3646
O -1.4628 -0.9074 1.5032
H -0.5269 -2.7583 1.4877
H 0.1893 -1.4471 0.4059
H 0.3067 -1.3194 2.1908
C -0.2354 0.8552 -1.5981
C 0.9697 1.1218 -0.6871
S 0.6732 1.5414 1.0939
H -0.7713 1.8284 -1.5178
H -0.9007 0.0752 -1.0401
H -0.0675 0.5220 -2.6886
H 1.5951 0.2370 -0.6513
H 1.6058 1.9480 -1.1731
H -1.0793 0.0043 1.3101

Model iv:
14
Properties=species:S:1:pos:R:3 method="wB97M-V/def2-TZVPD" lumo_energy_ev=4.041 total_charge=-1
C -0.3811 1.6466 -2.7557
O 0.6701 1.9617 -1.8031
H -0.4570 2.5419 -3.5776
H 0.0823 0.8609 -3.4381
H -1.3873 1.4770 -2.3537
C 0.4565 -2.3629 1.9672
C -0.2076 -1.6242 0.9310
S -0.2415 0.2314 1.0259
H -0.2913 -2.8218 2.6718
H 1.2397 -1.7655 2.5285
H 0.8377 -3.2532 1.5696
H 0.3155 -1.9466 0.0264
H -1.2401 -1.8428 0.8198
H 0.1968 1.3976 -1.0918

Stability comparison, relative energies in hartree: model i 0.0083; model ii 0.0000; model iii 0.0342; model iv 0.0637

Model i:
16
Properties=species:S:1:pos:R:3 method="wB97M-V/def2-TZVPD" lumo_energy_ev="0.757 / -2.299" spin_multiplicity=2
C -0.6313 0.8845 0.4475
C -0.0092 -0.3979 0.9480
S 0.8070 -1.5481 -0.1599
C -1.6644 0.5828 -0.7348
N -3.0276 1.1928 -0.3675
H 0.0934 1.5715 0.0246
H -1.1956 1.4925 1.1652
H -0.7978 -0.8920 1.5574
H 0.7390 -0.2876 1.7574
H -1.8309 -0.4975 -0.7218
H -1.0699 0.6223 -1.6579
H -3.5049 1.3087 -1.2634
H -2.1498 1.7851 -0.7803
H 2.4170 0.0454 -0.1596
H 3.5570 1.0475 -0.4686
O 3.1823 0.4943 0.2263

Model ii:
16
Properties=species:S:1:pos:R:3 method="wB97M-V/def2-TZVPD" lumo_energy_ev="0.555 / 0.333" spin_multiplicity=2
C -0.8284 -0.5901 1.0809
O -0.7455 -2.0272 1.0628
C 0.2269 -0.0669 0.0751
C 0.1827 1.4698 -0.0561
S 1.4345 1.9565 -1.3309
N -0.0013 -0.8257 -1.1965
H -0.7677 -0.1590 2.0827
H -1.8133 -0.3933 0.6580
H -0.6601 -2.3497 1.9726
H 1.2166 -0.3630 0.4174
H 0.6524 1.8169 0.8618
H -0.8620 1.6638 -0.2819
H 1.9950 2.8805 -0.5516
H 0.0111 -1.8593 -1.1267
H 0.7788 -0.7128 -1.9517
H -0.8198 -0.4405 -1.7159

Stability comparison, relative energies in hartree: model i 0.0260; model ii 0.0000

Model i:
36
Properties=species:S:1:pos:R:3 method="wB97M-V/def2-TZVPD" lumo_energy_ev=0.292
C 1.3989 1.8521 0.7682
N 1.4580 0.5462 1.5457
C 1.3292 0.7205 3.0216
C 2.4297 -0.3499 0.9716
C 1.7183 -1.0179 -0.2327
C 0.3698 -1.6805 0.0600
C -0.4230 -2.3052 -1.0049
N -1.8893 -2.3652 -0.6686
H 1.1403 2.6934 1.3426
H 0.6175 1.6996 0.1182
H 2.2780 2.1940 0.2740
H 0.8617 -0.1460 3.5565
H 2.3002 0.8664 3.6072
H 0.7185 1.5646 3.2103
H 2.6463 -1.1032 1.8094
H 3.2927 0.2895 0.5558
H 1.4134 -0.3155 -1.0036
H 2.4841 -1.9374 -0.6843
H -0.2517 -0.8466 0.5448
H 0.4782 -2.3288 0.8174
H -0.3521 -1.9953 -1.9788
H -0.0049 -3.3556 -1.0752
H -2.1882 -3.1277 0.0130
H -2.5469 -2.3795 -1.6119
O -3.3522 2.8809 0.4548
H -2.5384 2.7778 0.2668
H -3.8672 2.1392 0.8381
O -0.2147 1.9896 -1.8289
H -0.0834 2.9453 -1.8072
H -0.6903 1.8913 -2.6010
O -0.2981 -0.4840 -4.0082
H -0.3468 -1.3922 -3.6834
H -0.2928 0.2317 -3.1784
O -2.7501 0.2749 0.5954
H -2.8525 -0.6811 0.9339
H -1.9924 0.2545 0.0621

Model ii:
36
Properties=species:S:1:pos:R:3 method="wB97M-V/def2-TZVPD" lumo_energy_ev=0.568
C -1.9460 -0.7653 2.3499
C -0.5275 0.0315 2.5319
N 0.0665 0.2857 1.2759
C 0.7844 -0.9685 0.7341
C 1.9016 -0.3121 -0.1155
C 2.8405 -1.3439 -0.7811
N 1.0575 0.4331 -1.0736
C 1.9549 1.3004 -1.8376
H -1.7438 -1.4213 1.4410
H -2.8485 -0.1611 2.3962
H -1.8878 -1.4866 3.1865
H 0.1364 -0.5881 3.1837
H -0.8532 1.0072 2.9659
H -0.6022 0.5177 0.4874
H 0.1570 -1.5882 0.1881
H 1.2793 -1.4988 1.5597
H 2.5200 0.3170 0.4719
H 3.6547 -1.2724 -0.1787
H 2.2381 -2.3621 -0.5811
H 2.9381 -1.3534 -1.9728
H 0.4616 -0.1756 -1.6254
H 1.6961 1.2297 -2.9063
H 3.0576 1.0359 -1.7324
H 1.8976 2.3632 -1.5485
O -1.1857 -3.3484 0.2593
H -1.2092 -2.5762 -0.2837
H -1.9001 -3.6066 0.4052
O -0.8293 1.1688 -2.9390
H -0.9494 1.4335 -2.0722
H -0.9044 1.7462 -3.6001
O -1.1087 2.6595 0.1370
H -0.6141 2.3861 0.9008
H -0.4816 3.0088 -0.4945
O -3.1570 0.9176 -0.3058
H -2.3793 1.2026 0.1524
H -3.5143 1.7842 -0.5787

Stability comparison, relative energies in hartree: model i 0.0000; model ii 0.0087

Model i:
9
Properties=species:S:1:pos:R:3 method="wB97M-V/def2-TZVPD" lumo_energy_ev=-1.079
C -1.1062 -1.6779 1.1864
P -1.0944 -0.2824 0.3874
F -1.2232 -0.6067 -1.2301
S -0.3291 1.5452 0.4845
H -0.9860 -1.5514 2.2983
H -1.4166 -2.6027 0.6913
O 2.4010 1.8428 -1.4126
H 1.6984 1.4138 -1.9207
H 2.0560 1.9194 -0.4845

Model ii:
9
Properties=species:S:1:pos:R:3 method="wB97M-V/def2-TZVPD" lumo_energy_ev="-0.727 / -1.744"
C 0.2235 1.0459 0.0286
O -1.7326 -2.9701 -2.3956
F -1.7819 -3.5703 -0.1693
P -2.6459 -2.6194 -1.1575
S -0.5530 -0.6444 0.0704
H 0.2718 1.2241 -1.0991
H -0.3194 1.5841 0.7597
H 1.1841 0.8895 0.4951
H -0.8862 -2.8394 -2.0955

Model iii:
9
Properties=species:S:1:pos:R:3 method="wB97M-V/def2-TZVPD" lumo_energy_ev=-0.035
C -0.9578 -1.7134 1.1476
P -1.2220 -0.3338 0.4031
F -1.8588 -0.7362 -1.1292
S -0.9707 1.5735 0.5618
H -0.7182 -1.4596 2.1739
H -1.3984 -2.7318 0.8007
O 2.5486 1.7135 -1.0567
H 2.9615 1.6817 -1.9209
H 1.6158 2.0061 -0.9804

Stability comparison, relative energies in hartree: model i 0.0000; model ii 0.0353; model iii 0.0062